This record from OMol25 describes C4H8HgO2 as an isolated structure. The level of theory is ωB97M-V with the def2-TZVPD basis set.

Each line ends with the Löwdin spin population.
Element x y z (Å)
H -0.1480 -2.2091 -0.7876  0.000
C 0.2019 -1.2333 -0.3976  -0.001
H 1.1073 -1.5234 -0.9486  0.000
H 1.0571 -0.7791 0.5704  0.002
C 1.8044 0.7082 -0.8450  0.012
O 1.9619 0.5904 0.4292  0.125
Hg 0.9609 1.8318 2.1289  0.620
H 1.0501 1.4095 -1.2385  0.001
H 2.5530 0.2005 -1.4752  0.002
O -2.3311 1.1937 0.5752  0.022
C -1.1782 0.6247 0.7405  0.186
C -1.1540 -0.6882 0.0496  0.022
H -2.4196 1.9812 1.1294  0.004
H -1.9064 -0.7370 -0.7563  0.005
H -1.5594 -1.3699 0.8258  0.000

Frontier orbital gap (spin up / spin down) (eV): 8.49 / 6.80
Energy relative to the best compared isomer or geometry (same formula, charge and spin) (kcal per mole): 71.6
Energy (hartree): -460.56842
Multiplicity: 2
Net charge: +1